ORCA calculation (ωB97M-V/def2-TZVPD) on a 2-piece molecular cluster, C4H6N2 overall.

Properties
* E_LUMO: -0.76 eV
* total charge: 0
* SMILES: [H]/N=C1\C=CC=N1.[H][H]

Positions of all 12 atoms, in Å:
H 2.234 1.111 0.236
N 1.844 0.181 0.089
C 0.582 0.215 -0.034
C -0.366 1.368 -0.041
C -1.593 0.843 -0.119
C -1.402 -0.630 -0.187
N -0.177 -0.995 -0.152
H -0.070 2.410 -0.027
H -2.548 1.355 -0.106
H -2.199 -1.368 -0.270
H 2.142 -2.086 0.312
H 1.557 -2.537 0.215

***

ORCA calculation (ωB97M-V/def2-TZVPD) on C15H12ClIrNO8S as an isolated structure in a non-equilibrium geometry.

Properties
* E_LUMO (spin up / spin down): -0.43 / -3.85 eV
* multiplicity: 6
* total charge: 0
* ⟨S²⟩: 8.786

Positions of all 39 atoms, in Å:
Ir -0.116 -1.345 0.113
O 0.150 -1.558 4.249
C 0.213 -0.982 3.187
O -0.573 -1.377 2.190
C 1.221 0.221 2.876
C 0.420 1.237 2.113
C 1.152 2.581 2.090
C 2.474 2.257 1.330
C 2.162 0.865 0.771
O 0.690 0.658 0.724
C 2.408 -0.053 1.930
C 2.631 -1.517 1.403
O 3.583 -2.204 1.748
O 1.805 -1.855 0.407
H 1.395 0.632 3.896
H -0.645 1.195 2.305
H 1.337 3.113 3.045
H 0.588 3.351 1.522
H 3.307 2.312 2.088
H 2.640 2.938 0.519
H 2.662 0.604 -0.181
H 3.391 0.137 2.378
Cl -3.816 1.628 -5.426
C -3.200 0.808 -4.063
C -4.078 0.590 -2.978
C -3.724 0.037 -1.819
C -2.334 -0.280 -1.495
O -2.123 -0.791 -0.302
C -1.417 -0.149 -2.713
C -0.062 -0.526 -2.656
O 0.703 -0.936 -1.670
C -1.884 0.294 -3.993
H -5.091 0.921 -3.165
H -4.387 -0.146 -1.017
H 0.453 -0.451 -3.588
H -1.282 0.145 -4.881
O 0.821 -4.963 -0.427
S -0.515 -4.457 -0.164
N -0.959 -2.932 -0.347

***

ORCA calculation (ωB97M-V/def2-TZVPD) on a 8-piece molecular cluster, C32H64O8 overall in a non-equilibrium geometry.

Properties
* E_LUMO: 0.75 eV
* total charge: 0
* SMILES: C1CCOC1.C1CCOC1.C1CCOC1.C1CCOC1.C1CCOC1.C1CCOC1.C1CCOC1.C1CCOC1

Positions of all 104 atoms, in Å:
C 28.305 -0.833 10.428
C 27.577 -1.753 9.435
C 28.021 -1.248 8.052
O 28.863 -0.130 8.284
C 29.440 -0.283 9.564
H 28.646 -1.385 11.305
H 27.675 -0.022 10.795
H 26.502 -1.807 9.588
H 27.943 -2.775 9.555
H 27.189 -0.921 7.430
H 28.579 -2.037 7.538
H 29.762 0.706 9.888
H 30.295 -0.970 9.549
C 27.585 -5.175 4.719
C 28.960 -4.645 4.285
C 29.451 -3.965 5.555
O 28.889 -4.712 6.642
C 27.745 -5.458 6.210
H 27.321 -6.007 4.065
H 26.918 -4.351 4.460
H 28.864 -3.843 3.547
H 29.640 -5.384 3.874
H 29.143 -2.919 5.637
H 30.538 -4.010 5.653
H 26.881 -5.072 6.753
H 27.832 -6.522 6.438
C 33.365 -4.387 7.410
C 33.411 -2.990 6.781
C 33.654 -3.273 5.275
O 33.755 -4.685 5.135
C 33.040 -5.272 6.206
H 32.646 -4.516 8.217
H 34.356 -4.663 7.775
H 34.214 -2.419 7.245
H 32.480 -2.434 6.904
H 34.614 -2.845 4.983
H 32.840 -2.870 4.672
H 33.375 -6.296 6.345
H 31.960 -5.222 6.015
C 23.723 -5.664 10.216
C 24.991 -4.956 10.676
C 25.773 -4.752 9.361
O 25.242 -5.696 8.442
C 24.217 -6.495 9.023
H 22.990 -4.946 9.835
H 23.216 -6.248 10.982
H 25.560 -5.652 11.298
H 24.783 -4.043 11.226
H 26.848 -4.873 9.497
H 25.559 -3.750 8.980
H 24.595 -7.459 9.375
H 23.450 -6.574 8.257
C 31.214 0.870 3.519
C 30.426 1.160 4.800
C 30.295 -0.236 5.464
O 30.874 -1.187 4.530
C 31.852 -0.480 3.813
H 31.944 1.651 3.310
H 30.540 0.750 2.673
H 29.441 1.573 4.598
H 30.966 1.785 5.508
H 29.273 -0.568 5.619
H 30.881 -0.339 6.377
H 32.093 -1.015 2.891
H 32.806 -0.394 4.356
C 27.941 -4.535 -2.404
C 29.096 -4.388 -1.415
C 28.315 -4.145 -0.126
O 27.197 -5.020 -0.203
C 26.877 -5.266 -1.571
H 28.232 -5.038 -3.326
H 27.607 -3.536 -2.697
H 29.799 -3.588 -1.637
H 29.653 -5.323 -1.308
H 27.986 -3.093 -0.118
H 28.865 -4.332 0.793
H 25.892 -4.844 -1.785
H 26.884 -6.341 -1.761
C 24.425 -8.028 1.514
C 24.435 -7.124 2.765
C 24.687 -8.088 3.919
O 24.165 -9.336 3.491
C 24.409 -9.461 2.099
H 25.326 -7.920 0.911
H 23.554 -7.789 0.909
H 23.482 -6.629 2.930
H 25.246 -6.401 2.674
H 24.174 -7.806 4.838
H 25.756 -8.157 4.171
H 23.573 -10.034 1.699
H 25.355 -9.973 1.901
C 29.292 -8.982 1.320
C 30.764 -8.786 1.682
C 30.774 -7.347 2.171
O 29.893 -6.679 1.274
C 28.763 -7.550 1.125
H 28.748 -9.445 2.148
H 29.172 -9.646 0.465
H 31.383 -8.780 0.783
H 31.152 -9.509 2.396
H 31.756 -6.881 2.139
H 30.348 -7.251 3.181
H 28.326 -7.383 0.144
H 28.051 -7.256 1.904

***

ORCA calculation (ωB97M-V/def2-TZVPD) on a 16-piece molecular cluster, C32H96O32 overall in a non-equilibrium geometry.

Properties
* E_LUMO: -0.19 eV
* total charge: 0

Positions of all 160 atoms, in Å:
C 2.025 -1.691 6.190
C 1.220 -0.647 5.373
O 2.091 -0.073 4.317
O 2.798 -0.994 7.104
H 2.658 -2.173 5.445
H 1.374 -2.457 6.610
H 0.910 0.138 6.063
H 0.383 -0.921 4.731
H 2.422 -0.745 3.716
H 3.137 -0.157 6.779
C -2.850 1.168 3.665
C -3.524 2.166 4.516
O -4.631 1.551 5.260
O -1.823 0.650 4.472
H -2.385 1.775 2.888
H -3.566 0.504 3.180
H -3.883 2.960 3.861
H -2.904 2.652 5.269
H -4.293 0.882 5.860
H -2.150 -0.054 5.037
C 3.978 2.420 -1.373
C 2.778 3.177 -2.129
O 2.649 4.476 -1.569
O 3.516 1.931 -0.134
H 4.792 3.084 -1.084
H 4.256 1.712 -2.154
H 1.865 2.591 -2.023
H 3.079 3.195 -3.177
H 3.434 4.779 -1.107
H 2.846 1.244 -0.115
C 2.777 2.081 -7.421
C 2.127 1.627 -6.123
O 3.119 1.902 -5.092
O 1.887 1.958 -8.487
H 3.678 1.487 -7.574
H 3.209 3.080 -7.375
H 1.800 0.587 -6.115
H 1.259 2.228 -5.852
H 3.228 1.109 -4.563
H 1.261 2.685 -8.447
C 3.045 2.848 2.764
C 2.364 3.366 4.027
O 2.833 2.618 5.104
O 2.604 3.779 1.773
H 2.704 1.815 2.707
H 4.123 2.972 2.654
H 1.289 3.255 3.889
H 2.488 4.440 4.169
H 2.756 1.667 5.001
H 3.183 3.536 1.046
C -3.139 1.702 -2.531
C -3.508 0.249 -2.007
O -4.869 -0.180 -2.144
O -3.729 1.611 -3.839
H -2.078 1.948 -2.503
H -3.718 2.526 -2.113
H -3.352 0.340 -0.932
H -2.866 -0.552 -2.373
H -5.280 0.234 -1.381
H -4.538 1.169 -3.574
C -1.061 4.344 -0.225
C -2.131 4.520 0.853
O -2.996 3.363 0.762
O -1.640 4.491 -1.551
H -0.546 3.394 -0.081
H -0.302 5.110 -0.068
H -2.802 5.365 0.695
H -1.632 4.730 1.798
H -3.623 3.676 0.106
H -2.528 4.792 -1.345
C 2.259 -6.651 -1.100
C 2.382 -5.721 -2.365
O 3.695 -5.398 -2.814
O 1.932 -8.023 -1.440
H 1.410 -6.218 -0.572
H 3.161 -6.678 -0.488
H 1.909 -4.807 -2.004
H 1.785 -6.177 -3.155
H 4.024 -6.085 -3.398
H 1.912 -8.556 -0.642
C -0.044 -3.747 -5.529
C 0.189 -2.376 -5.020
O 0.841 -2.371 -3.737
O -0.241 -4.666 -4.513
H 0.688 -4.135 -6.236
H -0.878 -3.689 -6.227
H -0.797 -1.923 -4.915
H 0.822 -1.952 -5.800
H 0.827 -3.244 -3.339
H -1.055 -5.139 -4.702
C 4.078 -3.977 1.679
C 2.870 -4.050 2.562
O 2.402 -2.736 2.781
O 3.789 -3.574 0.382
H 4.347 -5.012 1.467
H 4.960 -3.518 2.126
H 3.158 -4.638 3.434
H 2.080 -4.699 2.184
H 1.451 -2.868 2.779
H 3.385 -2.706 0.311
C -7.028 1.294 2.218
C -6.878 0.780 0.740
O -5.616 1.072 0.218
O -7.200 2.690 2.374
H -6.134 1.158 2.826
H -7.832 0.945 2.866
H -7.762 1.217 0.275
H -7.130 -0.269 0.585
H -5.145 1.584 0.880
H -7.483 2.968 3.248
C 5.421 -0.940 -3.710
C 3.987 -1.450 -3.513
O 3.045 -0.429 -3.637
O 5.907 0.031 -2.790
H 5.467 -0.651 -4.760
H 6.079 -1.776 -3.948
H 3.887 -1.890 -2.521
H 3.785 -2.214 -4.263
H 2.205 -0.805 -3.362
H 5.160 0.631 -2.739
C 0.140 5.517 -4.643
C 1.599 5.478 -5.029
O 2.444 6.071 -4.066
O -0.664 5.201 -5.737
H -0.255 6.440 -4.219
H 0.078 4.744 -3.877
H 1.807 6.050 -5.933
H 1.757 4.436 -5.308
H 2.553 5.447 -3.344
H -1.463 4.798 -5.387
C -0.276 0.586 1.045
C 0.360 0.179 -0.274
O 1.609 -0.305 0.070
O -0.663 -0.442 1.869
H -1.089 1.253 0.758
H 0.384 1.216 1.641
H 0.614 1.062 -0.861
H -0.204 -0.603 -0.782
H 1.462 -1.108 0.575
H -0.773 -0.151 2.777
C -2.004 -3.849 2.660
C -1.224 -4.141 1.344
O -0.129 -3.179 1.198
O -1.203 -3.704 3.805
H -2.731 -4.600 2.969
H -2.413 -2.886 2.353
H -2.029 -4.146 0.610
H -0.770 -5.126 1.234
H -0.371 -2.318 1.547
H -0.931 -4.624 3.829
C -5.096 -2.648 5.377
C -3.743 -2.006 5.371
O -3.752 -0.754 6.117
O -5.699 -2.708 6.618
H -5.003 -3.608 4.868
H -5.731 -2.005 4.767
H -3.424 -1.695 4.376
H -3.016 -2.688 5.812
H -4.012 -0.952 7.020
H -5.807 -1.857 7.049